1.
{"formula": "C44H34AsCl3F6N2O2P2PbTe", "method": "ωB97M-V with the def2-TZVPD basis set", "elements": ["Pb", "Te", "As", "Cl", "Cl", "Cl", "P", "P", "F", "F", "F", "F", "F", "F", "O", "O", "N", "N", "C", "C", "C", "C", "C", "C", "C", "C", "C", "C", "C", "C", "C", "C", "C", "C", "C", "C", "C", "C", "C", "C", "C", "C", "C", "C", "C", "C", "C", "C", "C", "C", "C", "C", "C", "C", "C", "C", "C", "C", "C", "C", "C", "C", "H", "H", "H", "H", "H", "H", "H", "H", "H", "H", "H", "H", "H", "H", "H", "H", "H", "H", "H", "H", "H", "H", "H", "H", "H", "H", "H", "H", "H", "H", "H", "H", "H", "H"], "coordinates": [[-1.63, -1.06, -0.32], [2.25, 2.11, -2.71], [0.33, -4.89, -0.69], [-3.14, 0.51, 1.60], [-4.88, 0.87, -0.68], [-4.88, 2.81, 1.49], [1.15, -0.55, -0.91], [0.05, 2.24, -0.32], [-0.17, -4.58, 1.01], [0.72, -4.98, -2.36], [-0.44, -3.19, -1.08], [-1.24, -5.55, -0.95], [1.75, -3.92, -0.31], [1.10, -6.35, -0.28], [-1.78, 1.80, -0.57], [-3.01, 3.68, -0.54], [-1.16, -2.05, 1.80], [4.32, 5.02, 0.68], [1.12, -1.13, -2.64], [-3.25, -2.85, -0.37], [-2.33, -1.79, 3.91], [2.84, -0.97, -0.34], [-3.89, 1.72, 0.53], [3.93, -0.76, -1.18], [-3.51, -3.60, 0.78], [1.16, 1.24, -1.10], [-0.01, 2.07, 1.47], [3.65, 2.85, -0.05], [1.80, -2.65, -4.36], [0.01, 6.55, -1.77], [0.56, 6.26, -0.53], [3.03, -1.48, 0.93], [0.04, 1.88, 4.23], [0.02, 3.95, -0.85], [-3.64, -3.27, -1.62], [3.43, 4.72, -1.52], [0.99, -1.98, -5.27], [-0.80, 2.92, 2.24], [-4.42, -5.31, -0.67], [-4.05, -4.88, 0.58], [0.26, -0.50, -3.54], [-4.25, -4.51, -1.78], [0.81, 1.13, 2.09], [3.97, 5.50, -0.50], [-3.37, -2.06, 4.77], [-0.77, 2.83, 3.62], [-0.52, 4.23, -2.10], [0.82, 1.03, 3.47], [-0.53, 5.54, -2.55], [-2.31, -2.31, 2.62], [-2.82, 2.53, -0.26], [-3.37, -3.09, 2.16], [4.31, -1.75, 1.38], [1.86, -2.23, -3.05], [5.21, -1.03, -0.72], [4.18, 3.72, 0.88], [5.40, -1.51, 0.56], [-4.41, -3.37, 3.05], [3.25, 3.37, -1.28], [0.22, -0.91, -4.86], [0.57, 4.95, -0.06], [-4.40, -2.88, 4.34], [-5.20, -3.14, 5.02], [-0.77, -2.96, 1.51], [3.78, -0.40, -2.19], [-5.23, -3.98, 2.72], [-4.86, -6.30, -0.79], [2.49, -2.76, -2.34], [3.56, 1.80, 0.17], [-0.43, -0.41, -5.56], [0.99, 7.04, 0.07], [-1.50, -1.18, 4.25], [4.46, -2.16, 2.37], [1.46, 0.30, 3.95], [0.06, 1.82, 5.31], [-0.46, -1.58, 2.37], [-1.43, 3.67, 1.76], [0.96, -2.30, -6.30], [1.46, 0.51, 1.48], [0.00, 7.56, -2.12], [2.36, -3.51, -4.67], [-3.46, -2.66, -2.50], [-1.35, 3.51, 4.21], [6.40, -1.72, 0.91], [4.12, 6.56, -0.63], [1.01, 4.71, 0.90], [3.15, 5.16, -2.46], [-4.18, -5.53, 1.43], [-0.95, 5.77, -3.52], [-0.95, 3.44, -2.69], [-3.38, -1.66, 5.77], [2.18, -1.70, 1.56], [-4.56, -4.83, -2.76], [4.50, 3.36, 1.85], [6.05, -0.87, -1.38], [-0.37, 0.32, -3.20]], "mulliken_charge": [1.876, 0.377, 2.014, 0.028, -0.076, -0.065, 1.559, 1.935, -0.632, -0.445, -0.455, -0.458, -0.446, -0.433, -0.239, -0.466, 0.102, -0.619, 1.145, 0.105, -0.276, 0.939, 0.636, -0.479, 0.689, -1.712, 0.715, 0.272, -0.711, -0.686, -0.864, -0.324, -0.791, 0.550, -0.821, -0.238, -0.782, -0.410, -0.922, -0.696, -0.780, -0.638, -0.379, -0.523, -0.833, -0.900, -0.443, -0.638, -0.875, -0.624, -0.094, 1.168, -0.866, -0.904, -0.847, -0.653, -0.825, -0.874, 0.189, -0.925, -0.410, -0.832, 0.443, 0.280, 0.355, 0.603, 0.421, 0.491, 0.407, 0.530, 0.534, 0.548, 0.498, 0.571, 0.483, -0.092, 0.558, 0.437, -0.239, 0.443, 0.504, 0.524, 0.523, 0.433, 0.428, 0.503, 0.430, 0.629, 0.503, 0.353, 0.442, 0.375, 0.440, 0.430, 0.484, 0.334], "de_lowest_kj_mol": 106.5, "total_energy_ev": -199080.9142, "total_charge": 1, "multiplicity": 2}

2.
{"formula": "CHCl2N3O2", "method": "ωB97M-V with the def2-TZVPD basis set", "elements": ["Cl", "Cl", "O", "O", "N", "N", "N", "C", "H"], "coordinates": [[1.36, -2.85, 0.62], [-1.71, -0.35, 0.77], [0.82, -1.65, 4.55], [1.91, 0.49, 2.33], [0.09, -0.85, 4.13], [1.94, -1.73, 1.65], [-0.71, -0.15, 3.83], [1.87, -0.60, 1.92], [-1.99, -0.01, 2.15]], "nbo_charge": [0.259, -0.333, -0.322, -0.508, 0.445, -0.592, -0.108, 0.840, 0.318], "de_lowest_kj_mol": 34.3, "total_energy_ev": -34659.6128, "total_charge": 0, "multiplicity": 1}

3.
{"formula": "C10H12BBr6F18O10P3V2", "method": "ωB97M-V with the def2-TZVPD basis set", "elements": ["Br", "Br", "Br", "Br", "Br", "Br", "V", "V", "P", "P", "P", "F", "F", "F", "F", "F", "F", "F", "F", "F", "F", "F", "F", "F", "F", "F", "F", "F", "F", "O", "O", "O", "O", "O", "O", "O", "O", "O", "O", "C", "C", "C", "C", "C", "C", "C", "C", "C", "C", "B", "H", "H", "H", "H", "H", "H", "H", "H", "H", "H", "H", "H"], "coordinates": [[3.08, 14.10, -8.02], [2.53, 18.05, -5.72], [6.68, 14.89, -9.95], [4.18, 13.71, -13.72], [-0.24, 16.83, -9.94], [-2.46, 20.53, -11.43], [-2.52, 13.47, -9.90], [1.08, 10.89, -13.48], [-4.61, 15.40, -10.27], [2.45, 9.21, -11.70], [0.24, 13.14, -10.73], [-0.42, 13.79, -9.42], [2.79, 10.76, -12.23], [-4.70, 13.82, -9.77], [-4.40, 16.94, -10.59], [0.57, 12.35, -12.13], [2.26, 9.00, -13.35], [-0.73, 11.83, -10.45], [1.48, 12.51, -10.00], [3.96, 8.80, -11.80], [0.86, 9.71, -11.72], [-3.20, 15.41, -9.35], [-5.85, 15.21, -11.23], [2.61, 9.65, -10.20], [-3.58, 14.88, -11.43], [-1.06, 13.73, -11.55], [1.96, 7.73, -11.49], [-5.47, 15.81, -9.00], [1.10, 14.38, -11.23], [-2.92, 10.23, -14.36], [-5.07, 10.94, -15.33], [-4.94, 8.96, -14.14], [-5.87, 7.62, -15.69], [1.33, 12.12, -14.42], [-3.20, 12.25, -11.61], [-2.65, 12.37, -8.77], [-4.56, 11.03, -12.90], [-1.14, 11.10, -13.33], [-6.02, 10.12, -17.21], [3.17, 15.48, -6.70], [-3.44, 11.56, -12.57], [-0.87, 19.35, -11.08], [-5.52, 8.68, -15.31], [6.01, 14.65, -11.78], [4.66, 13.96, -11.86], [2.37, 16.70, -7.13], [-5.60, 10.01, -16.10], [-2.34, 10.97, -13.51], [-1.27, 18.51, -9.89], [-4.40, 10.29, -14.19], [2.68, 17.20, -8.05], [3.89, 14.50, -11.31], [4.20, 15.78, -6.49], [2.69, 15.04, -5.83], [-0.10, 20.08, -10.86], [4.66, 13.01, -11.33], [1.34, 16.39, -7.31], [6.00, 15.62, -12.27], [-2.30, 18.16, -9.91], [-0.64, 18.79, -11.98], [6.78, 14.10, -12.32], [-1.05, 19.00, -8.95]], "nbo_charge": [-0.002, -0.014, -0.007, -0.001, -0.058, -0.034, 1.598, 1.673, 2.596, 2.595, 2.614, -0.517, -0.533, -0.525, -0.551, -0.553, -0.560, -0.562, -0.532, -0.541, -0.548, -0.544, -0.539, -0.533, -0.551, -0.545, -0.538, -0.549, -0.534, -0.570, -0.660, -0.671, -0.500, -0.297, -0.623, -0.323, -0.554, -0.659, -0.509, -0.462, 0.772, -0.412, 0.672, -0.442, -0.465, -0.434, 0.675, 0.762, -0.431, 1.155, 0.227, 0.236, 0.231, 0.228, 0.229, 0.230, 0.225, 0.226, 0.247, 0.234, 0.227, 0.233], "de_lowest_kj_mol": 98.0, "total_energy_ev": -580150.4665, "total_charge": 0, "multiplicity": 3}

4.
{"formula": "C48H52CsN2O6P2", "method": "ωB97M-V with the def2-TZVPD basis set", "elements": ["Cs", "P", "P", "O", "O", "O", "O", "O", "O", "N", "N", "C", "C", "C", "C", "C", "C", "C", "C", "C", "C", "C", "C", "C", "C", "C", "C", "C", "C", "C", "C", "C", "C", "C", "C", "C", "C", "C", "C", "C", "C", "C", "C", "C", "C", "C", "C", "C", "C", "C", "C", "C", "C", "C", "C", "C", "C", "C", "C", "H", "H", "H", "H", "H", "H", "H", "H", "H", "H", "H", "H", "H", "H", "H", "H", "H", "H", "H", "H", "H", "H", "H", "H", "H", "H", "H", "H", "H", "H", "H", "H", "H", "H", "H", "H", "H", "H", "H", "H", "H", "H", "H", "H", "H", "H", "H", "H", "H", "H", "H", "H"], "coordinates": [[-0.18, 1.42, -1.60], [1.42, 0.18, 3.97], [2.03, -2.42, 2.12], [-1.43, -1.55, -0.96], [2.13, 1.69, -0.85], [-2.59, 1.87, -1.48], [4.08, 3.34, -1.63], [-1.21, -0.77, -3.70], [1.57, -1.16, -3.48], [-1.09, 2.23, 0.90], [-1.79, 3.23, 0.25], [1.82, -6.43, 1.07], [1.05, 4.72, 0.85], [5.70, -0.79, -0.13], [3.52, -1.84, 1.24], [-3.08, -0.86, 3.75], [-5.34, 6.02, -1.89], [3.03, 5.17, -0.42], [0.64, -5.14, -0.57], [-2.58, 2.92, -0.76], [0.66, -2.23, -3.37], [-2.41, -1.95, -1.89], [-4.56, 3.75, -2.03], [2.56, -1.18, -2.46], [-2.17, -1.85, 4.10], [-2.63, 0.44, 3.52], [0.68, 1.89, 6.12], [-0.54, -1.90, -4.22], [3.10, 3.86, -0.81], [1.99, 2.86, 4.36], [5.77, -2.08, 0.40], [2.76, -3.00, 3.72], [1.32, 4.20, 6.23], [-4.30, 6.31, -1.01], [5.13, 4.21, -1.98], [-1.77, -1.79, 0.39], [-2.45, -0.99, -3.06], [2.13, -5.27, 1.76], [-3.40, 5.33, -0.64], [0.67, 3.10, 6.79], [1.70, -4.03, 1.30], [4.68, -2.61, 1.07], [4.55, -0.03, 0.02], [-3.53, 4.03, -1.14], [-0.82, -1.55, 4.22], [1.35, 1.75, 4.90], [1.12, 3.37, 0.48], [3.27, -1.88, 4.63], [-0.36, -0.25, 4.00], [2.21, -0.95, 5.21], [1.98, 4.08, 5.02], [0.94, -3.98, 0.14], [1.08, -6.37, -0.10], [2.12, 2.89, -0.40], [3.47, -0.56, 0.71], [0.18, 2.37, 1.06], [-1.28, 0.73, 3.65], [1.99, 5.62, 0.42], [-5.47, 4.74, -2.39], [-0.94, 1.74, 3.44], [-6.27, 4.50, -3.08], [1.12, -3.18, -3.71], [3.24, -2.03, -2.58], [4.73, -3.62, 1.46], [0.24, 5.04, 1.50], [2.50, 2.77, 3.41], [0.15, 3.19, 7.73], [0.16, 1.04, 6.54], [-4.13, -1.09, 3.64], [6.66, -2.68, 0.27], [-3.41, -1.93, -1.42], [-1.84, -2.87, 0.60], [-4.19, 7.32, -0.62], [-1.21, -2.77, -4.28], [3.61, -3.67, 3.52], [1.94, 6.66, 0.71], [-2.76, -0.01, -2.69], [2.72, -5.34, 2.67], [-3.31, 1.22, 3.22], [5.84, 3.61, -2.55], [2.68, -0.29, 5.95], [3.80, -2.36, 5.46], [0.06, -5.07, -1.48], [4.45, 0.95, -0.42], [-2.51, -2.86, 4.27], [0.84, -7.28, -0.65], [-3.20, -1.35, -3.78], [-0.99, -1.36, 1.02], [-2.59, 5.54, 0.04], [4.02, -1.28, 4.10], [-0.14, -2.34, 4.48], [0.64, 1.57, 1.65], [-0.22, -1.65, -5.23], [-6.04, 6.80, -2.18], [4.77, 5.04, -2.61], [5.63, 4.62, -1.10], [2.16, -7.39, 1.44], [2.00, -3.60, 4.23], [3.78, 5.88, -0.76], [1.30, 5.15, 6.75], [6.55, -0.39, -0.67], [1.45, -1.52, 5.76], [0.34, -2.35, -2.33], [2.47, 4.94, 4.58], [2.09, -1.24, -1.47], [2.56, 0.01, 0.79], [-2.23, -2.99, -2.20], [3.10, -0.24, -2.51], [0.56, -3.03, -0.22], [-4.62, 2.75, -2.42], [-2.73, -1.31, 0.63]], "mulliken_charge": [1.567, 1.787, 1.488, -0.055, -0.806, -1.000, -0.323, -0.340, -0.462, -0.203, -0.274, -0.778, -0.772, -0.588, 0.523, -0.680, -0.340, -0.495, -0.556, 0.154, 1.270, -0.527, -0.356, -0.338, -0.713, -0.672, -0.287, -0.950, 0.161, -0.224, -0.833, -1.337, -0.466, -0.669, -1.132, -1.026, -0.473, -0.562, -0.192, -0.688, 0.306, -0.527, -0.529, 0.365, -0.197, -0.173, 1.027, -1.074, 0.643, -1.370, -0.567, 0.337, -0.740, 1.102, -0.424, -2.315, -0.572, -1.405, -0.641, 0.320, 0.373, 0.383, 0.325, 0.336, 0.566, 0.297, 0.387, 0.344, 0.364, 0.380, 0.570, 0.378, 0.379, 0.373, 0.579, 0.355, 0.014, 0.288, 0.387, 0.230, 0.470, 0.500, 0.407, 0.385, 0.430, 0.377, 0.378, -0.106, 0.424, 0.197, 0.059, 1.282, 0.400, 0.360, 0.357, 0.414, 0.414, 0.734, 0.411, 0.375, 0.404, 0.570, -0.846, 0.415, 0.026, 0.495, 0.183, 0.210, -0.409, 0.333, 0.645], "de_lowest_kj_mol": 163.6, "total_energy_ev": -85009.8500, "total_charge": -1, "multiplicity": 1}

5.
{"formula": "C3H10S2", "method": "ωB97M-V with the def2-TZVPD basis set", "elements": ["S", "S", "C", "C", "C", "H", "H", "H", "H", "H", "H", "H", "H", "H", "H"], "coordinates": [[-1.69, -0.64, -0.20], [2.26, -0.45, -0.39], [-1.56, 0.93, -1.17], [-1.45, -0.01, 1.51], [1.65, 0.93, 0.56], [1.34, 0.57, 1.54], [-2.29, 1.73, -0.99], [-2.27, 0.54, 1.91], [-1.28, -0.97, 2.06], [-1.79, 0.56, -2.24], [2.91, -1.11, 0.62], [-0.46, 0.50, 1.53], [-0.51, 1.29, -1.19], [2.50, 1.77, 0.77], [0.95, 1.47, -0.05]], "nbo_charge": [0.176, -0.022, -0.747, -0.739, -0.752, 0.221, 0.220, 0.216, 0.226, 0.231, 0.123, 0.214, 0.200, 0.210, 0.223], "de_lowest_kj_mol": 112.3, "total_energy_ev": -24942.5324, "total_charge": 0, "multiplicity": 1}

6.
{"formula": "C12H6F5NO2", "method": "ωB97M-V with the def2-TZVPD basis set", "elements": ["F", "F", "F", "F", "F", "O", "O", "N", "C", "C", "C", "C", "C", "C", "C", "C", "C", "C", "C", "C", "H", "H", "H", "H", "H", "H"], "coordinates": [[-0.76, 1.06, -4.54], [-2.77, 0.30, -2.86], [-2.28, -0.11, -0.24], [2.29, 0.85, -0.93], [1.77, 1.38, -3.56], [1.05, -0.66, 4.92], [-0.83, -1.93, 0.96], [0.35, 0.02, 0.78], [0.79, 0.97, -2.76], [1.16, 1.28, 3.48], [1.04, 0.70, -1.42], [0.30, -1.14, 2.88], [-1.52, 0.42, -2.40], [-1.26, 0.17, -1.05], [0.04, 0.28, -0.54], [-0.50, 0.81, -3.26], [-0.14, -1.09, 1.48], [0.19, -2.31, 3.70], [0.67, -1.96, 4.91], [0.83, -0.16, 3.69], [1.22, 0.42, 1.11], [-0.19, -3.26, 3.38], [2.11, 1.40, 2.97], [1.23, 1.76, 4.45], [0.78, -2.50, 5.83], [0.38, 1.76, 2.90]], "nbo_charge": [-0.281, -0.282, -0.288, -0.305, -0.283, -0.395, -0.565, -0.629, 0.272, -0.679, 0.312, -0.272, 0.264, 0.378, 0.034, 0.275, 0.684, -0.263, 0.082, 0.357, 0.414, 0.247, 0.224, 0.246, 0.210, 0.241], "total_energy_ev": -31712.7189, "total_charge": 0, "multiplicity": 1}

Repeat the second record exactly.
{"formula": "CHCl2N3O2", "method": "ωB97M-V with the def2-TZVPD basis set", "elements": ["Cl", "Cl", "O", "O", "N", "N", "N", "C", "H"], "coordinates": [[1.36, -2.85, 0.62], [-1.71, -0.35, 0.77], [0.82, -1.65, 4.55], [1.91, 0.49, 2.33], [0.09, -0.85, 4.13], [1.94, -1.73, 1.65], [-0.71, -0.15, 3.83], [1.87, -0.60, 1.92], [-1.99, -0.01, 2.15]], "nbo_charge": [0.259, -0.333, -0.322, -0.508, 0.445, -0.592, -0.108, 0.840, 0.318], "de_lowest_kj_mol": 34.3, "total_energy_ev": -34659.6128, "total_charge": 0, "multiplicity": 1}